A molecular structure, C40H78F15KN4O15S5 in a non-equilibrium geometry. Source: OMol25; level of theory: ωB97M-V/def2-TZVPD.

Structure (XYZ):
```
158
Properties=species:S:1:pos:R:3
K -0.3301 0.5199 1.0320
C 1.4523 -0.5813 -7.6336
C 2.2376 -0.5255 -6.2813
C 2.0253 0.8280 -5.6199
N 2.6284 0.9900 -4.2012
C 1.8927 2.2296 -3.5711
C 2.6395 -0.2271 -3.2313
C 3.7238 0.2350 -2.1542
C 4.8085 0.8332 -3.0232
C 4.1835 1.2883 -4.2949
H 0.3988 -0.8576 -7.5896
H 1.9344 -1.3582 -8.2270
H 1.5987 0.3215 -8.2266
H 3.2893 -0.8071 -6.3329
H 1.7411 -1.3014 -5.6985
H 0.9510 1.0015 -5.6823
H 2.4253 1.6138 -6.2608
H 2.0340 3.0746 -4.2450
H 2.4277 2.4567 -2.6489
H 0.8216 2.0803 -3.4351
H 1.5883 -0.3431 -2.9677
H 3.0941 -1.0331 -3.8074
H 3.3143 0.7535 -1.2873
H 4.0338 -0.7326 -1.7594
H 5.3026 1.6311 -2.4689
H 5.5558 0.0759 -3.2604
H 4.3338 2.3213 -4.6086
H 4.4906 0.6476 -5.1215
C -0.8473 6.6244 -6.0317
C -1.6031 6.7281 -4.6386
C -1.9711 5.2810 -4.1300
N -2.5785 5.2642 -2.7029
C -3.4182 3.9796 -2.5704
C -3.9024 3.6917 -1.1056
C -2.7726 3.7730 -0.0455
C -1.9383 5.0817 -0.1947
C -1.4359 5.3614 -1.6022
C -3.6016 6.3878 -2.5025
H -1.4463 6.3426 -6.8977
H 0.0522 6.0123 -5.9666
H -0.3953 7.5834 -6.2846
H -2.4621 7.3346 -4.9258
H -0.9602 7.2437 -3.9253
H -1.0743 4.6648 -4.1952
H -2.6970 4.8563 -4.8234
H -2.7872 3.2227 -3.0364
H -4.3454 4.0120 -3.1424
H -4.2360 2.6577 -1.0176
H -4.8141 4.2398 -0.8682
H -2.0950 2.9649 -0.3214
H -3.1122 3.6596 0.9841
H -1.0320 5.1079 0.4104
H -2.3913 5.9709 0.2439
H -0.6812 4.6649 -1.9674
H -1.0966 6.3873 -1.7456
H -4.1298 6.3230 -1.5512
H -4.2147 6.3175 -3.4010
H -3.0080 7.2992 -2.5734
C 0.5536 -0.1951 9.2763
C 1.1876 -0.2846 7.8655
C 0.3415 -1.0316 6.8462
N 1.1771 -1.3905 5.5496
C 0.3697 -2.2265 4.5314
C -0.0636 -3.6059 5.0578
C 1.2311 -4.3728 5.3240
C 2.2586 -3.6234 6.2009
C 2.5272 -2.1696 5.7558
C 1.5486 -0.1661 4.7863
H 0.2841 -1.1794 9.6592
H -0.4379 0.2442 9.1665
H 1.0549 0.3787 10.0557
H 2.0887 -0.8660 8.0605
H 1.3752 0.7164 7.4769
H -0.5056 -0.4928 6.4216
H -0.0687 -1.9395 7.2883
H -0.5272 -1.7132 4.1847
H 0.9540 -2.4541 3.6399
H -0.6981 -3.6692 5.9418
H -0.5626 -4.0959 4.2217
H 1.0306 -5.2436 5.9483
H 1.6869 -4.7413 4.4051
H 1.9903 -3.6738 7.2562
H 3.2263 -4.1241 6.1695
H 3.2049 -1.7024 6.4702
H 3.0511 -2.2510 4.8034
H 0.5662 0.2518 4.5665
H 2.1313 -0.4908 3.9243
H 2.1292 0.4988 5.4258
C 0.5698 -3.3807 -4.1241
C -0.4502 -4.0639 -3.2230
C 0.0553 -4.0518 -1.7770
N -0.9283 -4.8591 -0.8315
C -0.3105 -4.7519 0.6008
C -0.9359 -5.7608 1.5772
C -1.0931 -7.2026 1.0382
C -1.6764 -7.2916 -0.3225
C -0.9200 -6.3660 -1.3204
C -2.3305 -4.3061 -0.9206
H 0.0931 -3.2306 -5.0928
H 1.4201 -4.0536 -4.2352
H 0.8503 -2.3893 -3.7683
H -0.7871 -4.9942 -3.6804
H -1.3261 -3.4184 -3.2883
H 0.1944 -3.0448 -1.3837
H 1.0050 -4.5687 -1.6389
H 0.7657 -4.9182 0.6483
H -0.4830 -3.6946 0.8023
H -0.4041 -5.7882 2.5282
H -1.9058 -5.3966 1.9161
H -0.0935 -7.6333 0.9803
H -1.6518 -7.7395 1.8047
H -1.8478 -8.3171 -0.6498
H -2.7078 -6.9392 -0.3081
H 0.1404 -6.6158 -1.2845
H -1.2760 -6.5225 -2.3387
H -2.8778 -4.6582 -0.0461
H -2.7784 -4.4812 -1.8988
H -2.2530 -3.2885 -0.5377
C -4.0993 -0.4794 1.9404
F -5.3492 -0.9535 1.7068
F -3.6093 0.0903 0.8313
F -3.9728 0.3271 3.0273
S -2.9562 -2.0354 2.3476
O -1.6243 -1.7080 1.7569
O -2.9661 -2.2144 3.8021
O -3.6300 -3.1564 1.6535
C -1.9492 4.0217 4.6408
F -3.0608 3.9025 3.8126
F -1.1025 4.9153 4.0615
F -2.3358 4.3823 5.9353
S -1.0734 2.3201 4.6064
O 0.2285 2.6185 5.2154
O -1.8497 1.4321 5.5064
O -1.1093 1.9220 3.1798
C 2.1564 4.6562 1.7737
F 0.9389 4.7571 2.3145
F 2.6607 5.9313 1.6446
F 2.8273 3.9918 2.6944
S 2.2863 3.7220 0.1420
O 1.5717 4.6216 -0.7907
O 3.7058 3.5718 -0.1974
O 1.5460 2.4841 0.4390
C 4.5007 -0.9375 1.4502
F 4.7724 -0.7770 2.7046
F 4.4283 0.2802 0.9766
F 5.5838 -1.5328 0.8816
S 2.8884 -1.9962 1.2766
O 1.7767 -1.0892 1.4702
O 2.9566 -2.5629 -0.0792
O 2.8601 -3.0588 2.3021
C -3.3488 -0.5167 -2.9161
F -3.9161 0.2878 -2.0236
F -3.3206 -1.7171 -2.3578
F -4.1705 -0.6502 -3.9882
S -1.4991 0.0199 -3.4322
O -0.8044 -0.0379 -2.1360
O -1.0669 -1.0053 -4.4156
O -1.6381 1.3415 -4.1280
```

- Kohn-Sham gap (eV) = 8.4
- lowest unoccupied orbital energy (eV) = -0.07
- highest occupied orbital energy (eV) = -8.49